C5H7NO | ωB97M-V with the def2-TZVPD basis set

Element x y z (Å)
C: -1.141 0.068 -1.121
N: 1.310 -1.564 -0.474
C: 0.200 0.287 -0.494
C: 0.855 1.449 -0.456
O: -0.735 -0.295 2.274
C: 0.432 -0.499 1.683
C: 0.620 -0.907 0.408
H: -0.605 0.113 3.144
H: 1.284 -2.571 -0.297
H: -1.891 -0.155 -0.361
H: -1.447 0.958 -1.669
H: -1.094 -0.777 -1.808
H: 0.427 2.332 -0.908
H: 1.785 1.560 0.078

Output
M: 97.12 g mol⁻¹
HOMO level: -8.8 eV
LUMO: -0.2 eV
orbital gap: 8.60 eV